Record 1
71
Properties=species:S:1:pos:R:3:forces:R:3:lowdin_spin:R:1 method="wB97M-V/def2-TZVPD" s2=2.0259 orbital_gap_ev="7.170 / 4.347" lumo_energy_ev="-9.40 / -12.32" total_energy_ev=-59031.8511 multiplicity=3 total_charge=+3 e_above_lowest_ev=2.6887 homo_energy_ha="-0.6090 / -0.6123" largest_force_ev_per_a=2.54
Au -0.70117 0.30997 -0.00891 1.42 -1.15 0.60 0.295
P 0.03982 -2.17571 1.00789 0.14 -0.65 0.25 0.257
P -1.43393 -0.62714 -2.03887 0.47 -0.74 -0.08 0.047
P 0.02756 1.34540 2.04963 0.38 -0.09 -0.41 0.048
H -5.25540 4.41542 -2.55998 -0.03 -0.39 0.09 0.010
C -4.50911 5.13007 -2.26084 -1.24 0.42 1.07 0.289
C -3.36534 5.32853 -2.93549 1.22 1.40 -1.29 0.193
H -3.08095 4.82607 -3.84144 -0.32 -0.21 -0.26 0.004
C -1.24106 -2.68364 2.19935 -0.11 0.43 -0.39 0.028
C 0.15183 -3.62960 -0.12425 -0.19 0.56 -0.26 0.041
C 1.62223 -2.33610 1.94857 -0.04 0.41 -0.16 0.041
C -1.99013 0.61489 -3.21680 -0.13 0.21 -0.13 0.021
C -0.24787 -1.65652 -3.01297 0.21 0.56 0.50 -0.001
C -2.84260 -1.72916 -1.72133 0.36 0.30 -0.22 0.004
C 0.07438 3.13926 1.80571 -0.19 0.32 0.11 0.020
C 1.73928 1.03300 2.64073 -0.24 -0.15 0.16 -0.001
C -1.09900 1.03858 3.42648 0.07 0.23 0.03 0.006
H -4.76316 5.84222 -1.46971 -0.13 -0.33 -0.25 0.006
H -2.79351 6.24863 -2.74558 -0.02 -0.66 0.16 0.007
H -0.96646 -3.66957 2.61148 -0.28 0.42 -0.06 0.008
H -2.19676 -2.70348 1.65604 0.17 -0.28 0.32 0.000
H -1.32553 -1.91158 2.97463 0.04 -0.45 -0.05 0.000
H 0.22983 -4.53418 0.50905 -0.05 0.40 -0.37 0.010
H 1.04637 -3.52197 -0.76401 -0.41 -0.22 0.31 0.000
H -0.74661 -3.66661 -0.76425 0.41 -0.26 0.33 0.000
H 1.38093 -2.39513 3.02471 0.23 0.13 -0.45 0.002
H 2.27983 -1.47528 1.73302 -0.19 -0.56 0.22 0.003
H 2.11269 -3.27541 1.63717 -0.18 0.44 0.15 0.006
H -1.80088 0.25484 -4.22657 0.03 0.10 -0.08 0.003
H -1.50319 1.58818 -3.07099 -0.18 -0.31 -0.11 0.002
H -3.07049 0.69730 -3.10492 -0.06 0.29 -0.01 0.000
H -0.64545 -1.70305 -4.02487 -0.07 -0.18 -0.04 0.000
H -0.15386 -2.66359 -2.59672 -0.04 0.26 -0.14 0.000
H 0.74259 -1.17810 -3.06108 -0.38 -0.15 0.06 0.000
H -2.98615 -2.35864 -2.59997 -0.20 -0.12 0.10 0.001
H -3.70021 -1.06704 -1.59420 -0.17 -0.35 0.24 0.000
H -2.64293 -2.33321 -0.82524 -0.30 0.19 -0.34 0.000
H 0.69430 3.58026 2.59378 -0.01 0.00 -0.19 0.003
H -0.93078 3.55877 1.92712 0.21 -0.14 -0.23 0.001
H 0.49039 3.39648 0.81808 -0.13 -0.09 0.44 0.002
H 2.01509 1.90713 3.26086 0.00 -0.47 -0.33 0.000
H 2.43166 0.92504 1.78497 -0.33 0.09 0.48 0.000
H 1.76128 0.14116 3.29042 0.09 0.35 -0.38 0.000
H -0.82740 1.70611 4.25110 -0.15 -0.20 0.04 0.001
H -1.02586 -0.00645 3.74837 -0.06 0.33 0.01 0.000
H -2.11948 1.25836 3.08766 0.19 -0.11 0.20 0.001
C -1.73524 4.14676 -1.25424 -1.02 -1.33 0.88 0.012
C -2.49961 3.08854 -0.51257 -0.81 -0.04 -0.72 0.057
C -3.35548 3.70821 0.55495 0.90 -0.57 1.63 0.077
C -3.00381 4.92233 1.11139 -1.12 -0.27 0.55 0.094
C -1.95825 5.72112 0.56924 0.43 -0.04 0.09 0.013
C -1.26274 5.25375 -0.48516 0.41 0.38 -0.44 0.087
O -1.57651 3.99082 -2.45181 0.94 0.34 -1.25 0.229
H -1.58287 2.30505 -0.65501 -1.24 0.89 2.03 0.039
H -3.21180 2.45615 -1.05593 0.22 0.52 -0.90 0.000
H -4.26686 3.18568 0.95303 1.17 0.37 -0.49 0.000
H -3.51408 5.29071 2.01643 -0.15 -0.12 -0.80 0.003
H -1.70692 6.72894 0.91839 -0.24 -0.53 0.33 0.000
H -0.46286 5.81249 -0.89385 0.62 0.65 -0.54 0.004
C 4.76215 -0.99230 -2.21900 0.35 -0.67 -0.40 0.000
N 3.71886 -0.12410 -1.71591 -1.50 -0.21 0.05 0.001
C 3.63502 1.24774 -1.80420 0.60 -0.61 0.12 0.000
C 2.43889 1.60643 -1.26484 0.03 -0.44 -0.15 0.001
N 1.75803 0.47910 -0.87280 0.16 -0.86 -0.42 0.023
C 2.53520 -0.57246 -1.20465 0.21 1.91 0.67 0.002
H 5.71719 -0.46659 -2.17088 -0.10 -0.26 -0.01 0.000
H 4.78526 -1.92022 -1.63345 0.19 0.45 0.14 0.000
H 4.55318 -1.32700 -3.24427 0.10 0.47 0.13 0.000
H 4.45881 1.81410 -2.20252 -0.05 0.11 -0.03 0.000
H 2.04123 2.60228 -1.18116 -0.08 0.02 0.11 0.000
H 2.31593 -1.61065 -0.97338 0.19 0.26 -0.23 0.001

Record 2
82
Properties=species:S:1:pos:R:3:forces:R:3:lowdin_charge:R:1 method="wB97M-V/def2-TZVPD" orbital_gap_ev=5.546 lumo_energy_ev=1.46 total_energy_ev=-71704.5430 total_charge=-1 homo_energy_ha=-0.1500 largest_force_ev_per_a=2.98
C -2.03460 1.52495 2.78143 0.71 0.03 -0.29 -0.064
C -1.28443 0.29554 2.26273 -0.19 -0.15 -0.34 -0.307
O -2.16021 -0.79976 2.03781 -0.38 -0.50 0.68 -0.066
B -1.49804 -2.04401 2.11526 -0.22 0.93 -0.19 -0.672
O -1.90200 -2.81363 3.20579 -0.04 0.45 0.31 0.069
Nb 0.06635 -2.74448 0.51217 1.17 -2.43 -1.27 1.634
N 0.61029 -4.46930 1.66680 -0.98 1.12 0.37 -0.202
N -1.55536 -3.86025 -0.33692 0.42 0.68 1.56 -0.236
C 1.57974 -1.51299 1.67998 -0.51 -0.16 0.41 -0.349
C 3.04185 -1.96374 1.50981 -0.02 -0.13 0.46 -0.277
C 3.69068 -2.46525 2.83520 0.35 0.29 -1.02 -0.211
C 4.53438 -3.72761 2.60870 0.21 0.33 0.67 -0.258
S 4.17659 -5.05674 3.78727 -1.81 -0.79 -1.44 0.334
O 4.27635 -6.31546 3.11297 1.32 -0.02 0.08 -0.346
O 2.90490 -4.87529 4.41528 0.46 0.88 0.77 -0.344
Cl 5.67132 -4.88695 5.19620 -0.05 0.02 -0.03 0.329
N 1.41783 -3.17835 -1.11488 -0.57 0.81 -0.52 -0.232
C 1.33486 -2.26225 -2.26797 0.89 -0.08 0.10 -0.179
C 1.40685 -4.50198 -1.51616 1.07 -0.33 1.21 -0.664
C 2.55048 -5.35379 -0.99588 0.35 0.37 -0.17 -0.030
O 0.61508 -5.00968 -2.26066 -0.94 -0.33 -1.39 0.034
H -2.08422 2.27108 1.99223 -0.35 0.08 -0.10 0.063
H -1.43203 1.97024 3.57276 -0.17 0.12 0.25 0.056
H -3.02547 1.29182 3.15105 -0.11 -0.12 0.07 0.069
H -0.79262 0.52610 1.31849 0.24 0.08 -0.03 0.061
H -0.51859 0.00014 2.98479 0.10 0.08 0.05 0.094
H -1.18978 -3.38552 3.50251 -0.14 -0.36 -0.40 0.050
H -0.50903 -1.29895 -0.43334 -0.12 0.02 0.47 -0.074
H 0.76377 -4.21082 2.64109 0.65 -0.24 0.00 -0.046
H -0.22460 -5.04895 1.71594 0.19 -0.37 -0.13 -0.039
H -1.38145 -4.85425 -0.19537 0.07 -0.10 -0.40 -0.040
H -2.40308 -3.68675 0.20102 -0.25 0.02 -0.38 -0.052
H 1.31747 -1.57110 2.74434 0.07 0.10 0.06 0.026
H 1.49241 -0.45494 1.41836 -0.20 -0.61 -0.02 -0.034
H 3.61080 -1.09818 1.16039 0.18 -0.03 -0.13 0.073
H 3.18176 -2.74995 0.76825 -0.24 0.04 -0.21 0.053
H 4.38936 -1.68935 3.13403 -0.11 0.13 0.56 0.097
H 2.93161 -2.60367 3.59230 -0.05 -0.14 0.17 0.086
H 5.58690 -3.47863 2.69056 0.23 -0.29 0.16 0.084
H 4.40539 -4.18406 1.63188 -0.39 -0.27 0.03 0.083
H 0.57084 -2.53427 -2.99490 -0.23 0.05 0.10 0.063
H 1.21636 -1.25208 -1.90080 -0.36 0.20 -0.06 0.026
H 2.31252 -2.26831 -2.77815 -0.08 -0.10 -0.20 0.067
H 3.37019 -5.18725 -1.70282 0.08 0.07 -0.03 0.076
H 2.31820 -6.40887 -1.04709 -0.18 -0.17 0.23 0.071
H 2.90778 -5.03524 -0.02268 -0.17 -0.12 0.20 0.034
C 2.53800 2.74116 3.17955 -0.10 -0.01 -0.03 -0.071
C 2.10321 2.01595 1.98982 0.32 0.63 0.82 -0.254
N 1.78598 1.45917 1.04643 -0.04 0.13 -0.93 0.173
H 3.49563 3.21224 2.97219 0.05 -0.03 0.06 0.059
H 1.80881 3.50636 3.44098 -0.05 -0.03 -0.02 0.077
H 2.65356 2.05572 4.01686 0.03 -0.03 -0.03 0.084
C -1.59504 -0.10022 -3.69887 0.22 0.00 0.15 -0.082
C -1.16478 0.49575 -2.43618 -0.36 -0.41 -0.95 -0.304
N -0.84883 0.94974 -1.43995 0.25 0.79 0.73 0.139
H -1.97765 0.67166 -4.35947 -0.03 -0.03 -0.04 0.045
H -0.75417 -0.59868 -4.17809 0.01 -0.05 0.04 0.071
H -2.37975 -0.82963 -3.51242 0.01 -0.03 -0.01 0.081
C -5.29880 1.93183 -2.85289 0.06 -0.18 -0.26 -0.070
C -4.80874 1.23720 -4.04398 -0.46 0.48 0.88 -0.273
N -4.42683 0.69602 -4.97261 0.21 -0.37 -0.82 0.130
H -6.36579 2.12473 -2.95534 -0.01 -0.02 -0.01 0.079
H -5.12974 1.31809 -1.97031 0.05 0.03 0.02 0.092
H -4.77621 2.87608 -2.73034 0.04 -0.18 0.00 0.025
C -6.13230 6.12849 -2.19233 0.12 -0.48 0.33 -0.081
C -5.18359 5.17169 -1.61847 -0.75 0.78 -0.30 -0.266
N -4.44174 4.42427 -1.17997 0.62 -0.41 0.44 0.146
H -5.72523 6.54391 -3.10060 0.01 0.00 -0.10 0.032
H -7.07038 5.62622 -2.42108 -0.01 0.01 0.00 0.085
H -6.32167 6.93176 -1.48547 -0.01 0.05 -0.03 0.079
C -3.81994 9.28498 -4.26535 -0.13 -0.05 0.04 -0.056
C -5.20807 8.94439 -3.95571 0.98 0.40 -0.28 -0.267
N -6.28983 8.67935 -3.71145 -0.87 0.01 0.08 0.141
H -3.48050 8.70313 -5.11957 0.01 0.00 0.00 0.085
H -3.74581 10.34420 -4.50140 0.00 0.01 0.00 0.082
H -3.18696 9.06374 -3.40838 0.01 -0.01 0.00 0.086
C 5.14412 1.26760 -0.36589 0.01 0.04 0.07 -0.063
C 5.28877 1.35096 1.08516 -0.23 -0.15 -1.06 -0.289
N 5.36531 1.39924 2.22186 0.19 0.11 0.98 0.144
H 4.10816 1.46548 -0.63815 -0.05 -0.05 0.06 0.074
H 5.79095 2.00061 -0.84419 0.01 0.00 -0.01 0.076
H 5.41748 0.27071 -0.70520 -0.03 -0.02 0.00 0.083